C54H138N8O22 | ωB97M-V/def2-TZVPD

```
222
C54H138N8O22 | the Open Molecules 2025 dataset | ωB97M-V/def2-TZVPD
O -2.345 -5.601 -1.187
O -0.208 -0.906 7.410
O -3.016 -2.952 -1.630
O 0.767 -1.405 -0.426
O -6.844 -3.277 -0.860
O 1.788 1.197 0.352
O 5.872 4.164 -0.508
O 2.115 1.344 -4.069
O -0.396 -4.279 2.735
O -6.309 1.303 2.077
O 4.626 -2.944 -3.832
O 4.661 0.050 0.912
O 2.434 -9.510 0.240
O -4.572 1.320 -2.758
O 0.449 8.237 0.957
O -3.059 2.826 5.903
O -0.680 3.421 0.548
O -3.980 0.014 -7.507
O 1.943 -0.608 4.441
O 5.941 0.306 -4.204
O -4.609 -2.220 3.061
O 2.172 4.855 3.579
N -2.872 0.144 -4.819
N 3.444 1.483 3.144
N 4.715 1.978 -2.152
N 2.671 -1.044 -2.404
N 1.622 -7.227 1.728
N -4.517 3.038 3.238
N 0.037 6.092 -0.816
N -6.080 -4.167 1.774
C 0.921 -0.235 5.336
C 0.022 -5.320 1.893
C 5.641 0.453 -5.603
C -0.032 -0.451 0.157
C 0.701 8.412 -0.427
C -4.204 0.487 -8.879
C 3.248 -8.882 1.206
C -3.276 0.796 -2.528
C -5.623 0.370 -2.603
C -5.469 3.486 2.211
C 3.265 -2.298 -1.932
C 5.612 2.575 -3.159
C 2.051 -1.042 -3.690
C 5.712 -0.440 0.175
C -6.507 0.080 1.371
C -1.827 2.540 6.555
C 2.413 -8.278 2.272
C 3.933 2.998 -1.461
C -5.657 2.297 1.330
C -6.069 -4.469 -0.739
C 6.221 4.955 0.586
C -5.403 -4.445 3.025
C 1.131 5.635 3.007
C 0.764 0.429 1.135
C 4.671 -2.577 -2.449
C -1.325 -4.596 -1.462
C 0.895 -6.421 2.662
C 4.626 3.512 -0.274
C -1.829 -3.271 -0.932
C -7.943 -3.503 -1.788
C -2.609 -0.899 -5.819
C 2.071 3.469 3.168
C -2.815 -0.307 -3.446
C -4.220 -3.541 3.390
C -4.395 3.966 4.316
C 5.923 -2.868 -4.372
C 0.339 4.746 -1.192
C 1.404 2.581 -3.958
C 6.578 1.483 -3.658
C -5.300 -4.428 0.565
C -1.912 2.746 0.910
C 0.888 -1.177 6.602
C -2.680 -0.336 -7.222
C -3.074 3.987 5.088
C -0.041 9.507 1.460
C -3.633 -1.242 3.150
C 4.727 0.805 3.088
C 3.085 -10.011 -0.941
C -0.686 3.781 -0.822
C 1.204 7.011 -0.789
C 0.475 -3.190 2.767
C 4.728 -0.407 2.216
C 3.422 2.930 3.587
C 1.214 0.219 -3.991
H 4.001 4.208 0.217
H 0.462 4.689 -2.331
H 5.026 -0.339 -5.941
H -0.831 -0.987 0.711
H 6.600 0.172 0.183
H 2.978 1.509 2.226
H 1.514 9.157 -0.534
H -6.089 -4.390 3.829
H 0.342 -6.935 3.436
H -3.245 0.338 -1.512
H 2.400 0.175 4.100
H 5.035 1.343 -5.833
H -4.530 -3.734 0.633
H 5.068 3.135 -3.946
H -5.127 -5.527 3.004
H -0.175 8.672 -1.035
H -3.459 -1.209 -3.308
H -1.744 -0.617 -3.125
H 3.258 -9.226 -1.642
H 3.734 -0.968 2.424
H 0.654 -4.857 1.130
H -5.299 -4.584 -1.543
H -1.950 0.565 -7.311
H -6.093 0.277 -3.605
H 3.500 3.004 4.692
H -0.100 -0.308 4.947
H 0.833 -2.230 6.275
H 2.631 -3.105 -2.302
H 7.143 5.469 0.381
H -3.389 -1.662 -5.764
H -0.088 -2.291 3.131
H -3.275 -3.739 2.883
H -2.740 3.429 0.621
H 5.492 1.463 2.661
H 4.759 2.653 0.376
H -3.033 4.900 5.754
H 1.670 -8.963 2.734
H -3.719 -3.429 -1.174
H -0.905 -5.575 1.364
H -6.450 3.707 2.729
H 4.998 0.515 4.100
H -2.199 4.037 4.482
H -4.717 1.824 0.989
H 0.236 1.334 1.614
H -1.075 -2.510 -1.270
H 3.752 3.849 -2.171
H 5.186 -3.326 -1.847
H 1.539 6.375 2.328
H 5.410 -0.541 -0.910
H 6.388 4.329 1.436
H 2.893 2.751 -1.217
H -2.005 2.799 7.608
H -7.180 0.147 0.567
H -1.019 3.039 6.104
H 1.221 2.821 3.375
H 0.436 0.344 -3.238
H -5.150 4.415 1.702
H -8.717 -4.096 -1.235
H -2.267 -1.095 -7.884
H -0.918 9.828 0.906
H -0.286 9.341 2.566
H -4.016 -3.586 4.458
H -1.688 1.488 6.388
H 2.184 3.403 -3.977
H -2.574 1.624 -2.620
H 1.494 -0.966 -0.902
H 6.613 0.622 -6.236
H 1.178 -0.120 2.025
H 6.229 3.340 -2.599
H 5.547 -1.111 2.430
H -1.645 4.369 -1.012
H -3.993 -0.266 -9.645
H -0.391 -4.867 -1.006
H 2.771 -1.137 -4.487
H 2.086 6.709 -0.150
H -4.199 -0.331 2.893
H -5.134 3.910 5.117
H -5.293 -0.514 -2.103
H 1.365 -3.394 3.367
H -1.962 -3.233 0.152
H 0.719 -2.897 1.737
H 3.314 -0.277 -2.301
H 5.282 -1.696 -2.347
H 0.730 2.644 -3.105
H 3.143 -7.771 2.924
H 3.825 -8.096 0.697
H 4.184 3.479 3.102
H -1.854 2.526 1.946
H 0.935 0.801 5.734
H 5.554 5.754 0.869
H -2.796 -1.434 2.477
H 6.618 -3.461 -3.710
H -5.218 0.771 -9.001
H 3.346 -2.375 -0.860
H 4.061 -10.456 -0.699
H -1.548 -1.303 -5.676
H 2.018 3.567 2.049
H -4.965 2.212 3.557
H -3.304 -1.161 4.159
H 0.760 2.640 -4.894
H -2.034 -6.484 -1.384
H -0.974 -0.435 6.999
H -0.248 6.028 0.199
H 6.318 -1.841 -4.335
H 3.956 -9.566 1.630
H -3.573 1.325 -9.032
H -6.733 -5.357 -0.737
H 0.687 10.328 1.470
H 0.507 6.029 3.801
H -6.494 -3.273 1.839
H -4.549 4.953 3.886
H -0.481 0.183 -0.612
H -7.646 -3.984 -2.703
H 1.657 -5.819 3.215
H -4.878 -5.443 0.710
H 1.382 -1.893 -3.799
H 1.680 7.058 -1.820
H 2.523 0.599 0.309
H 0.971 -7.569 1.008
H 2.465 -10.786 -1.330
H -6.261 0.840 -1.809
H -3.714 0.637 -4.993
H 7.176 1.944 -4.435
H -0.623 2.901 -1.437
H 7.246 1.097 -2.871
H -5.579 -0.314 0.953
H -7.039 -0.573 2.127
H -8.458 -2.509 -1.967
H -1.972 1.733 0.429
H 1.289 4.341 -0.703
H 1.881 -1.054 7.199
H 5.919 -3.260 -5.401
H 0.605 0.164 -4.907
H -6.220 2.663 0.445
H 4.131 1.330 -2.626
H -1.181 -4.554 -2.513
H 0.454 4.960 2.413
H 5.924 -1.430 0.466
```

Output
- Energy above the lowest of the compared OMol25 structures with the same formula, charge and spin: 72.4 kcal/mol
- Total energy: -115186.1740 eV